72
Properties=species:S:1:pos:R:3:forces:R:3:mulliken_charge:R:1 method="wB97M-V/def2-TZVPD" e_above_lowest_kj_mol=72.4 lumo_ev=2.42 fmax_ev_per_a=0.6 homo_lumo_gap_ev=7.3 charge=-1
Sn -0.940 0.224 0.433 0.4 -0.2 0.1 1.704
C 1.707 -4.321 -3.236 0.0 0.0 -0.1 -1.766
C 1.662 -3.268 -2.165 0.0 0.0 0.0 0.649
C 2.237 -2.014 -2.352 0.0 0.0 0.0 -1.006
C 2.136 -1.024 -1.395 0.0 0.0 0.0 -0.026
C 1.470 -1.233 -0.179 0.1 0.0 0.0 0.457
N 1.208 -0.214 0.748 0.0 -0.1 -0.1 -0.243
C 2.209 0.671 1.063 0.1 0.0 0.1 1.326
C 3.566 0.353 0.846 -0.1 0.0 0.0 -0.571
C 4.602 1.219 1.116 0.0 0.0 0.0 -1.223
C 4.367 2.473 1.663 -0.1 0.0 0.0 0.169
C 5.478 3.444 1.948 0.1 0.1 0.0 -1.524
C 3.053 2.778 1.970 0.1 -0.1 0.0 -0.866
C 1.996 1.915 1.705 -0.1 0.0 0.0 0.638
N 0.702 2.337 2.166 0.0 -0.1 0.0 0.472
C 0.351 3.545 2.653 0.0 0.1 0.0 0.062
C -0.905 3.439 3.207 0.1 0.0 0.0 -1.382
C -1.269 2.109 3.001 0.0 0.0 0.0 0.009
N -0.294 1.449 2.379 -0.1 0.0 0.0 -0.597
C 0.932 -2.516 0.014 0.0 -0.1 0.0 -0.419
C 1.009 -3.500 -0.964 0.0 0.1 -0.1 -0.441
N 0.285 -2.855 1.236 0.0 0.1 0.1 0.198
C 0.401 -3.997 1.947 0.0 -0.1 0.0 -0.171
C -0.470 -3.907 3.007 0.0 0.0 0.0 -1.183
C -1.086 -2.652 2.852 0.0 0.0 0.0 -0.560
N -0.613 -2.030 1.789 -0.2 0.0 0.0 0.206
H 2.226 -3.952 -4.120 0.0 0.0 0.0 0.367
H 2.224 -5.220 -2.893 0.0 0.0 0.0 0.426
H 0.700 -4.613 -3.541 0.0 0.0 0.0 0.305
H 2.726 -1.786 -3.293 0.0 0.0 0.0 0.244
H 2.551 -0.045 -1.591 0.0 0.0 0.0 0.663
H 3.798 -0.619 0.437 0.0 0.0 0.0 0.394
H 5.618 0.904 0.903 0.0 0.0 0.0 0.301
H 6.426 3.074 1.557 0.0 0.0 0.0 0.364
H 5.289 4.415 1.486 0.0 0.0 0.0 0.331
H 5.608 3.612 3.021 0.0 0.0 0.0 0.313
H 2.852 3.722 2.457 0.0 0.0 0.0 0.275
H 1.000 4.396 2.572 0.0 0.0 0.0 0.437
H -1.485 4.222 3.660 0.0 0.0 0.0 0.449
H -2.195 1.602 3.226 0.0 0.0 0.0 0.473
H 0.518 -4.449 -0.783 0.0 0.0 0.0 0.525
H 1.093 -4.765 1.646 0.0 0.0 0.0 0.479
H -0.638 -4.637 3.778 0.0 0.0 0.0 0.400
H -1.853 -2.179 3.445 0.0 0.0 0.0 0.525
F -3.744 4.002 -1.233 0.0 0.0 0.1 -0.232
C -3.713 3.414 -0.034 0.0 0.0 0.0 0.677
F -2.456 3.443 0.416 0.0 0.0 0.0 -0.132
F -4.475 4.122 0.802 0.0 0.0 0.0 -0.250
S -4.321 1.683 -0.228 -0.1 0.0 0.6 0.669
O -3.457 1.127 -1.226 0.1 -0.1 -0.2 -0.550
O -5.725 1.787 -0.496 0.0 0.1 -0.2 -0.626
N -4.023 1.197 1.270 -0.3 -0.1 -0.3 -0.364
S -4.295 -0.301 1.691 0.1 0.3 0.0 1.185
O -3.963 -0.443 3.083 0.1 0.1 0.0 -0.758
O -3.796 -1.265 0.755 -0.1 -0.3 0.0 -0.621
C -6.137 -0.555 1.663 -0.1 0.1 0.1 0.379
F -6.571 -0.890 0.452 0.0 0.1 0.0 -0.191
F -6.448 -1.552 2.502 0.0 0.0 0.0 -0.224
F -6.780 0.542 2.069 0.0 -0.1 0.0 -0.227
Br -2.107 -2.957 -3.827 0.0 0.0 0.0 -0.161
C -0.902 -1.522 -4.101 0.0 0.1 0.0 -0.335
C -0.133 -1.482 -5.253 -0.1 -0.1 0.0 -0.158
N 0.742 -0.511 -5.493 0.0 0.0 0.0 -0.656
C 0.881 0.433 -4.566 0.1 0.1 0.1 -0.513
C 0.168 0.465 -3.372 -0.1 0.0 -0.1 0.531
C -0.770 -0.530 -3.148 0.0 0.0 0.0 0.239
C 0.505 1.524 -2.333 0.3 -0.2 0.1 -0.120
O 1.359 2.355 -2.604 -0.1 0.1 -0.1 -0.758
O -0.091 1.394 -1.204 -0.2 0.3 0.0 -0.352
H -0.233 -2.258 -6.003 0.0 0.0 0.0 0.407
H 1.613 1.210 -4.750 0.0 0.0 0.0 0.470
H -1.380 -0.543 -2.253 0.0 0.0 0.0 0.490

40
Properties=species:S:1:pos:R:3:forces:R:3:nbo_charge:R:1 method="wB97M-V/def2-TZVPD" e_above_lowest_kj_mol=0.0 lumo_ev=-0.04 smiles="C=CC(=O)Nc1nc(C(=O)N2CC[C@@H](Nc3ncc(Cl)cn3)C2)cs1" fmax_ev_per_a=3.3 homo_lumo_gap_ev=8.7 charge=0
C -4.026 -3.946 1.371 -1.3 0.1 1.9 -0.317
C -4.331 -3.221 2.489 1.7 -1.3 -2.5 -0.303
C -3.850 -1.843 2.780 -0.6 -0.9 -0.5 0.633
O -4.539 -1.097 3.393 -2.2 1.4 1.6 -0.550
N -2.733 -1.318 2.234 1.0 -1.5 -0.3 -0.626
C -1.500 -1.931 2.161 -1.2 -0.5 -0.1 0.249
N -0.630 -1.265 1.538 2.8 0.8 -0.7 -0.473
C 0.600 -1.917 1.559 -0.9 -0.2 0.4 0.006
C 1.894 -1.487 0.965 2.0 1.0 -0.7 0.661
O 2.759 -2.340 0.825 0.0 -0.4 0.2 -0.620
N 2.259 -0.175 0.650 -1.9 -1.5 0.6 -0.433
C 3.615 0.132 0.191 -0.2 -0.3 1.2 -0.209
C 3.555 1.562 -0.230 1.0 1.1 0.5 -0.426
C 2.111 1.870 -0.504 -0.6 0.3 0.1 -0.045
N 1.874 1.633 -1.943 0.2 0.6 0.9 -0.596
C 0.928 2.332 -2.627 -0.7 0.0 1.5 0.554
N 0.268 1.619 -3.515 -0.8 -0.2 -1.6 -0.479
C -0.751 2.210 -4.119 -0.1 0.1 0.5 0.084
C -1.177 3.492 -3.780 -0.1 -0.1 -0.6 -0.157
Cl -2.595 4.186 -4.589 0.9 -0.3 0.6 -0.006
C -0.420 4.160 -2.834 0.2 -1.0 0.0 0.078
N 0.625 3.563 -2.232 -0.5 1.2 -0.4 -0.486
C 1.303 0.893 0.428 -0.3 1.2 -0.7 -0.236
C 0.566 -3.118 2.199 0.3 0.0 -0.4 -0.381
S -0.999 -3.496 2.826 0.2 1.1 -0.5 0.393
H -3.350 -3.586 0.620 0.2 0.0 -0.3 0.205
H -4.535 -4.940 1.237 0.7 1.2 0.0 0.214
H -5.010 -3.659 3.166 -0.7 0.0 0.9 0.226
H -2.685 -0.320 2.192 -0.1 0.4 0.2 0.430
H 4.347 0.002 1.002 -0.2 -0.3 -0.3 0.211
H 3.857 -0.492 -0.628 0.5 -0.9 -0.8 0.203
H 3.912 2.207 0.596 -0.1 -0.2 -0.4 0.210
H 4.183 1.737 -1.121 -0.3 0.1 0.5 0.236
H 1.900 2.904 -0.178 -0.2 -0.5 -1.0 0.243
H 1.845 0.667 -2.221 0.1 -0.3 0.1 0.397
H -1.307 1.624 -4.826 -0.1 -0.2 -0.4 0.207
H -0.717 5.151 -2.551 0.2 0.4 0.3 0.208
H 1.031 1.396 1.370 0.1 -0.1 -0.2 0.197
H 0.331 0.621 -0.062 1.0 -0.2 0.4 0.225
H 1.393 -3.810 2.169 -0.1 -0.1 0.3 0.273

14
Properties=species:S:1:pos:R:3:forces:R:3:nbo_charge:R:1 method="wB97M-V/def2-TZVPD" e_above_lowest_kj_mol=191.9 lumo_ev=0.92 smiles="CCOCC=O" fmax_ev_per_a=0.5 homo_lumo_gap_ev=10.8 charge=0
C -1.825 -0.542 -0.149 0.0 0.0 0.1 -0.648
C -0.542 -0.308 -0.953 0.0 -0.1 0.0 -0.075
O -0.026 0.953 -0.508 0.0 0.1 -0.1 -0.538
C 1.221 1.030 0.131 0.3 0.0 0.0 -0.160
C 1.542 -0.121 1.067 0.3 -0.1 0.0 0.402
O 2.613 -0.677 1.084 -0.5 0.2 0.1 -0.503
H -1.802 0.271 0.575 -0.4 -0.2 0.2 0.229
H -1.854 -1.493 0.392 0.1 0.1 -0.2 0.211
H -2.739 -0.438 -0.740 0.2 -0.1 0.0 0.215
H 0.183 -1.127 -0.825 0.0 0.3 0.1 0.176
H -0.740 -0.223 -2.029 0.1 0.0 0.2 0.187
H 1.183 1.938 0.755 0.1 -0.2 -0.1 0.208
H 2.053 1.144 -0.575 -0.1 -0.1 0.0 0.186
H 0.734 -0.408 1.776 0.1 0.0 -0.1 0.111

97
Properties=species:S:1:pos:R:3:forces:R:3:mulliken_charge:R:1 method="wB97M-V/def2-TZVPD" e_above_lowest_kj_mol=240.0 lumo_ev="-8.82 / -9.55" multiplicity=3 fmax_ev_per_a=2.0 homo_lumo_gap_ev="5.6 / 4.9" charge=+3
Mo -0.821 -0.114 -1.426 -1.1 -0.3 -1.5 -0.810
Cl -2.141 -4.223 -1.129 0.5 -0.2 -0.2 -0.041
C -0.476 -4.276 -1.736 -0.9 -0.8 0.3 -0.789
Cl 0.230 -2.649 -1.753 0.7 0.5 -0.1 0.025
H -0.465 -4.652 -2.761 0.0 0.2 0.2 0.461
H 0.136 -4.892 -1.075 -0.1 0.2 -0.1 0.491
C 3.292 2.357 4.506 -0.2 0.3 -0.1 -0.999
S 1.592 2.533 3.920 -0.1 0.1 0.1 0.059
C 1.831 3.755 2.586 0.0 -0.6 0.2 -1.063
C 2.072 3.108 1.227 -0.1 0.1 0.1 -0.619
C 0.832 2.511 0.553 0.6 0.7 -0.2 -0.566
N 0.364 1.259 1.182 -0.9 -0.6 -0.6 1.345
P 1.021 -0.183 0.435 0.9 0.5 1.7 1.270
C 2.827 0.072 0.339 -0.3 -0.3 -0.7 -0.280
C 3.400 0.672 -0.781 0.0 0.1 -0.1 0.301
C 4.770 0.848 -0.860 0.0 0.0 0.0 -1.220
C 5.586 0.414 0.173 0.0 0.0 0.0 -0.705
C 5.022 -0.172 1.296 0.0 0.0 0.0 -0.977
C 3.652 -0.349 1.384 -0.2 -0.1 0.1 -0.724
C 0.884 -1.359 1.819 0.0 -0.3 -0.4 -0.313
C 1.029 -2.722 1.565 0.1 0.1 0.0 -0.684
C 0.856 -3.641 2.583 0.0 -0.1 0.0 -0.939
C 0.545 -3.207 3.862 0.0 0.0 0.0 -0.845
C 0.473 -1.849 4.135 0.0 0.0 0.0 -0.815
C 0.644 -0.923 3.121 0.1 0.2 -0.1 0.878
P -1.309 0.894 0.793 0.0 0.2 1.9 2.207
C -2.210 2.411 1.190 0.0 -0.1 -0.6 1.241
C -1.763 3.174 2.271 0.1 -0.1 -0.2 -1.035
C -2.465 4.302 2.647 0.0 -0.1 0.0 -1.158
C -3.607 4.672 1.952 0.0 -0.1 -0.1 -0.979
C -4.078 3.888 0.909 -0.1 0.1 0.0 -0.934
C -3.392 2.745 0.530 0.1 0.0 0.1 -1.050
C -1.959 -0.250 2.048 -0.3 -0.1 -0.6 1.161
C -2.487 0.225 3.248 0.0 0.1 -0.1 -0.852
C -3.025 -0.664 4.161 0.0 0.0 0.1 -0.984
C -3.057 -2.022 3.889 0.0 0.1 -0.1 -0.941
C -2.564 -2.495 2.682 0.0 -0.1 -0.1 -0.962
C -2.025 -1.617 1.764 0.0 0.1 -0.1 0.185
H 3.308 1.545 5.225 0.0 -0.1 0.0 0.408
H 3.597 3.281 4.994 0.1 -0.1 0.0 0.387
H 3.949 2.133 3.668 0.1 -0.1 0.0 0.234
H 2.691 4.360 2.867 -0.1 0.1 0.0 0.629
H 0.947 4.389 2.574 0.0 0.2 0.0 0.351
H 2.835 2.338 1.329 0.1 0.1 0.0 -0.247
H 2.465 3.879 0.559 0.0 0.0 -0.2 0.587
H 1.068 2.351 -0.514 -0.1 0.1 0.1 -0.190
H 0.023 3.247 0.599 0.2 -0.1 -0.1 0.886
H 2.774 1.029 -1.585 0.1 0.0 0.1 0.506
H 5.202 1.327 -1.725 0.0 0.1 -0.1 0.555
H 6.656 0.535 0.104 0.1 0.0 0.0 0.470
H 5.652 -0.501 2.109 0.0 0.0 0.1 0.515
H 3.225 -0.801 2.266 0.0 -0.1 0.1 0.668
H 1.293 -3.063 0.574 0.0 -0.1 0.0 0.781
H 0.969 -4.695 2.381 0.0 -0.1 0.0 0.450
H 0.370 -3.927 4.646 0.0 -0.1 0.1 0.475
H 0.267 -1.509 5.139 0.0 0.0 0.1 0.533
H 0.591 0.135 3.337 0.0 0.0 0.0 0.013
H -0.880 2.855 2.810 0.1 0.1 0.1 1.052
H -2.127 4.885 3.489 0.0 0.1 0.1 0.549
H -4.142 5.562 2.237 -0.1 0.1 0.0 0.457
H -4.988 4.160 0.399 -0.1 0.0 0.0 0.507
H -3.813 2.090 -0.228 0.0 0.0 0.0 0.375
H -2.494 1.280 3.479 0.0 -0.1 0.0 0.514
H -3.441 -0.286 5.081 0.0 0.0 0.1 0.541
H -3.479 -2.706 4.608 -0.1 -0.1 0.1 0.481
H -2.614 -3.549 2.451 0.0 -0.1 0.0 0.523
H -1.642 -1.990 0.817 -0.1 -0.1 0.3 0.122
O -1.457 -0.850 -3.241 0.8 0.5 0.0 -0.291
N -2.532 -1.603 -3.397 -1.5 -0.6 0.3 0.557
C -2.654 -2.353 -4.510 0.2 -0.1 -0.4 -0.284
C -3.767 -3.124 -4.720 -0.1 0.0 0.2 -0.786
C -4.799 -3.104 -3.778 0.2 0.1 -0.1 -0.411
C -4.662 -2.334 -2.648 0.2 0.1 -0.1 -0.931
C -3.492 -1.600 -2.448 0.1 0.0 -0.4 0.588
S -3.176 -0.747 -1.001 0.9 0.4 0.6 -0.063
H -1.824 -2.297 -5.196 0.0 0.0 0.0 0.539
H -3.835 -3.741 -5.601 0.0 0.0 -0.1 0.484
H -5.686 -3.695 -3.932 -0.1 -0.1 0.0 0.471
H -5.420 -2.296 -1.883 -0.1 0.0 0.1 0.547
N -2.674 1.545 -3.139 -0.4 0.1 -0.7 -0.616
N -1.717 1.860 -2.125 0.5 0.0 0.1 -0.029
H -2.190 1.226 -3.977 0.0 0.0 0.3 0.187
H -3.241 2.354 -3.390 0.3 0.1 0.2 0.315
H -2.250 2.343 -1.389 0.4 -0.2 -0.1 0.195
H -0.999 2.530 -2.453 -0.3 -0.3 0.1 0.408
S 0.930 0.796 -3.123 -0.8 0.6 0.5 -0.477
C 2.020 -0.186 -3.981 0.1 -0.5 0.1 0.410
N 2.378 0.103 -5.222 -0.1 0.1 0.1 -0.159
C 3.396 -0.808 -5.727 0.4 -0.2 -0.4 -0.519
C 3.570 -1.797 -4.556 0.3 -0.4 -0.2 -0.581
N 2.653 -1.274 -3.549 -0.2 0.3 -0.1 0.327
H 2.045 0.896 -5.749 -0.1 0.0 0.2 0.236
H 4.314 -0.262 -5.960 -0.1 -0.1 0.1 0.329
H 3.048 -1.294 -6.642 0.1 0.0 0.2 0.330
H 4.591 -1.815 -4.172 -0.1 0.0 0.0 0.343
H 3.288 -2.816 -4.831 0.0 0.1 0.0 0.296
H 2.665 -1.589 -2.594 -0.1 0.2 0.0 0.110